Formula: C34H37CuN5
Source: the Open Molecules 2025 dataset
Level of theory: ωB97M-V with the def2-TZVPD basis set

XYZ file:
```
77
Properties=species:S:1:pos:R:3:forces:R:3:lowdin_charge:R:1
Cu -0.3034 -0.4069 -0.3667 0.0919 -0.8005 -0.0266 0.27
N 0.6918 -3.3573 2.7894 -0.6545 -0.3704 1.1530 0.05
N -0.6456 -3.0711 -2.1888 3.2460 2.6061 5.9914 -0.03
C 0.4459 1.7675 -0.2329 0.4381 -0.4183 1.3749 -0.29
C 1.4828 0.8165 0.0954 -0.5805 1.0001 1.3311 -0.32
C 1.5148 0.7065 1.5375 0.3202 0.8576 -0.6210 -0.28
C 2.4005 -0.1917 2.3229 1.9593 1.6841 0.7123 -0.13
H 3.3107 -0.4313 1.7616 0.0896 0.0228 0.1397 0.07
H 1.8839 -1.2044 2.5089 0.4260 0.5977 0.1292 0.03
H 2.6719 0.2525 3.2890 0.2329 0.1768 0.0718 0.06
C 0.5392 1.5742 2.0776 0.2637 -0.1713 -1.3341 -0.26
C 0.2432 1.7547 3.5186 -0.0623 0.1768 0.3721 -0.08
H 0.8206 2.6031 3.9171 -0.1221 -0.0613 0.2224 0.07
H 0.4969 0.8696 4.1157 -0.0287 0.1207 -0.0820 0.07
H -0.8202 1.9761 3.6810 0.0709 -0.0035 0.0913 0.06
C -0.1125 2.2350 1.0078 0.8808 -0.7404 -0.4285 -0.27
C -1.1380 3.2851 1.1575 -0.3476 0.2666 0.0164 -0.09
H -1.9306 2.9761 1.8548 -0.0596 0.1408 -0.0119 0.06
H -1.6106 3.5138 0.1956 -0.0326 0.0539 0.0983 0.06
H -0.7004 4.2186 1.5467 -0.2075 0.0537 0.0026 0.07
C 2.5314 0.3236 -0.8363 0.3252 0.1797 -0.2293 -0.08
H 3.4108 0.9946 -0.8034 -0.0291 -0.2222 -0.1131 0.07
H 2.1638 0.3137 -1.8711 0.1155 -0.0914 0.1143 0.05
H 2.8663 -0.6857 -0.5779 -0.0259 0.0323 -0.0804 0.06
C 0.3243 2.4276 -1.5557 -0.1406 0.2126 -0.4272 -0.07
H -0.6848 2.8454 -1.6862 0.2011 -0.0224 -0.1962 0.06
H 0.5039 1.7080 -2.3660 -0.0850 0.3168 0.0792 0.05
H 1.0536 3.2524 -1.6756 -0.1821 -0.0957 -0.0188 0.08
C -0.0111 -4.1050 3.6025 -0.6394 -0.6124 0.2888 -0.22
H 0.4832 -4.3161 4.5663 -0.3903 -0.3424 -0.3576 0.09
C -1.2994 -4.5656 3.2834 -0.1426 0.0927 0.6017 -0.17
H -1.8683 -5.0655 4.0676 -0.0472 -0.0660 -0.3199 0.06
C -1.8131 -4.3025 1.9970 0.1768 0.0045 0.2056 -0.13
H -2.8091 -4.7396 1.7243 1.0725 0.3912 -0.0206 0.09
C -1.0776 -3.4681 1.1411 -0.4232 -0.3224 0.4799 -0.06
H -1.3250 -3.3989 0.0757 0.0210 0.5408 0.4439 0.06
C 0.0486 -2.7999 1.7209 2.3661 -0.1386 -0.1120 -0.39
C 0.8490 -1.5618 1.5370 -3.7856 -5.1436 -5.8959 -0.12
H 1.3694 -1.9610 0.5103 -0.2564 1.5093 1.7686 0.12
C -0.4271 -1.6877 -1.9996 -3.2617 -2.4856 -2.9722 -0.06
C 0.1290 -3.4961 -3.2140 -2.5796 0.5712 -0.4783 -0.22
H 0.6325 -4.4225 -3.0850 -0.1248 -0.9368 -0.9580 0.07
C 0.0387 -2.4967 -4.1031 1.5384 -0.0296 -4.0435 -0.19
H 0.1352 -2.6066 -5.2234 0.1404 0.5416 1.5590 0.11
N -0.3240 -1.3292 -3.4684 0.3025 0.1768 2.4548 -0.05
C -0.4976 -0.0705 -4.0513 0.4274 0.8304 -2.3812 -0.16
C 0.4280 0.3123 -5.0626 -0.2218 0.4736 0.0114 -0.20
C 0.2129 1.4465 -5.8740 -0.5980 0.0358 0.5316 -0.02
H 0.9585 1.7276 -6.6525 -0.5733 -0.2407 0.7084 0.11
C -0.9385 2.2403 -5.6889 0.1631 -0.6085 0.1885 -0.29
C -1.1694 3.4561 -6.5473 -0.0732 -0.0814 0.0627 -0.08
H -1.7222 4.2099 -5.9736 0.1455 -0.0162 -0.2409 0.07
H -1.7549 3.2008 -7.4415 0.0833 0.1192 0.1125 0.07
H -0.2080 3.8682 -6.8710 -0.2040 0.0853 0.0032 0.07
C -1.8712 1.8775 -4.6981 0.5190 -0.2218 0.1057 -0.02
H -2.7930 2.4963 -4.5601 0.8974 -0.6226 0.0172 0.12
C -1.6408 0.7513 -3.8808 0.1406 -0.3813 0.1026 -0.20
C -2.5840 0.3441 -2.7946 -0.5592 0.2200 0.6001 -0.07
H -3.2081 -0.5161 -3.0910 0.2091 0.2066 0.0471 0.10
H -3.2424 1.1813 -2.5140 0.0797 -0.1894 -0.1426 0.07
H -2.0148 0.0213 -1.8965 -0.3940 0.2311 -0.6056 0.02
C 1.7041 -0.4505 -5.2338 0.8976 0.0141 -0.5167 -0.07
H 1.5758 -1.4283 -5.7159 0.0734 0.3746 0.2604 0.05
H 2.2175 -0.6123 -4.2725 -0.2783 -0.0521 -0.2750 0.09
H 2.3802 0.1213 -5.8895 -0.0995 -0.0322 0.2486 0.07
N -2.0389 -1.5896 5.8262 -0.0878 0.0819 0.0443 0.14
C -2.3035 -1.2366 4.7638 -0.2142 0.1676 -0.5986 -0.18
C -2.6495 -0.8082 3.4197 -0.3754 0.4303 -0.3487 -0.19
C -3.9634 -0.5041 3.0360 0.0784 -0.2123 0.3087 -0.04
C -4.2070 -0.0767 1.7377 -0.0504 0.0949 -0.0304 -0.07
C -3.1391 0.0153 0.8396 0.4666 -0.3864 0.4888 -0.09
N -1.8950 -0.3558 1.1704 -0.5330 0.6858 0.5199 0.10
C -1.6520 -0.6717 2.4548 0.1638 -0.3436 -0.0060 -0.08
H -4.7531 -0.6115 3.7774 -0.0302 0.0630 -0.2612 0.11
H -5.2077 0.1818 1.3903 0.2124 -0.0562 0.2320 0.09
H -3.2748 0.3983 -0.1738 -0.0222 -0.2567 0.2548 0.10
H -0.6102 -0.9057 2.7111 -0.3125 0.3345 -0.4173 0.10
```
Positions in Å, forces in eV/Å.

Results
spin multiplicity = 2
LUMO level (alpha / beta) = 4.272 / 4.272 eV
orbital gap (alpha / beta) = 2.95 / 3.87 eV
total charge = -2
E_tot = -87938.5572 eV